C13H24N2O6 | ωB97M-V/def2-TZVPD

Last column: natural (NBO) charge in e.
Atoms and positions in Å:
C  -0.189  0.394  -1.572  -0.64
C  1.009  -0.519  -1.653  0.26
C  2.229  -0.150  -0.779  -0.45
C  1.953  0.668  0.480  -0.40
C  1.703  2.175  0.305  -0.53
C  2.527  2.820  -0.779  0.80
O  3.699  2.611  -0.972  -0.54
O  1.872  3.809  -1.488  -0.72
O  1.467  -0.385  -3.052  -0.53
C  2.138  -1.517  -3.379  0.97
O  2.879  -1.642  -4.335  -0.58
O  1.857  -2.479  -2.467  -0.52
C  0.703  -2.025  -1.690  0.24
C  -0.527  -2.423  -2.501  -0.65
C  0.768  -2.781  -0.366  -0.24
N  -0.124  -2.260  0.669  -0.82
H  -0.900  0.110  -2.336  0.22
H  -0.650  0.401  -0.591  0.25
H  0.135  1.398  -1.822  0.20
H  2.966  0.312  -1.422  0.25
H  2.666  -1.085  -0.447  0.22
H  2.774  0.519  1.173  0.22
H  1.077  0.269  0.979  0.23
H  0.654  2.362  0.113  0.22
H  1.973  2.686  1.223  0.25
H  1.177  3.431  -2.031  0.49
H  -1.407  -1.900  -2.140  0.21
H  -0.402  -2.201  -3.553  0.23
H  -0.661  -3.490  -2.388  0.22
H  1.795  -2.793  -0.025  0.21
H  0.481  -3.807  -0.571  0.20
H  0.250  -1.388  1.009  0.37
H  -1.033  -2.063  0.279  0.35
C  -3.294  0.923  4.509  -0.41
N  -2.155  0.650  3.651  -0.60
C  -2.084  0.722  2.302  0.69
C  -3.330  1.136  1.557  -0.72
O  -1.040  0.456  1.720  -0.68
H  -3.054  1.729  5.203  0.20
H  -3.552  0.033  5.083  0.20
H  -4.156  1.218  3.921  0.21
H  -1.291  0.364  4.085  0.41
H  -3.114  1.145  0.494  0.24
H  -4.142  0.432  1.745  0.23
H  -3.646  2.134  1.860  0.23

Summary:
SMILES: C[C@]1(CCCC(=O)O)OC(=O)O[C@@]1(C)CN.CNC(C)=O
net charge: 0
energy relative to the best compared isomer or geometry (same formula, charge and spin): 0.00 kcal/mol
LUMO: 0.23 eV